Record 1
12
Properties=species:S:1:pos:R:3:forces:R:3 method="wB97M-V/def2-TZVPD" total_charge=+2 largest_force_ha_per_bohr=0.074 e_above_lowest_kcal_mol=0.0 e_tot_ha=-485.15705 spin_multiplicity=2 homo_energy_ev="-15.4 / -15.6"
C -1.6273 -0.7910 -0.0756 0.8213 -0.7666 -0.0811
C -0.3180 -0.9575 -0.0383 -1.6801 -0.5440 0.2926
H -2.2476 -1.6860 -0.1350 0.1167 0.2363 -0.1445
O 0.6535 -0.0452 0.1835 1.1739 0.7341 0.6640
C 1.9152 -0.4289 0.1860 -1.9905 -1.1413 -3.0266
O 2.7757 0.4123 0.0293 2.3858 0.5847 0.8505
Sr 5.3461 0.8325 -0.2369 -1.0621 -0.0272 0.1270
O -1.7323 1.6428 0.0637 0.6335 0.4960 -0.0623
C -2.3961 0.4926 -0.0077 -1.9252 0.2982 0.5672
O -3.6003 0.4871 0.0519 1.4222 -0.3555 -0.2923
H -0.7708 1.5518 0.0920 -0.2581 -0.0578 -0.0588
H 2.0020 -1.5106 -0.1128 0.3626 0.5432 1.1642

=====

Record 2
23
Properties=species:S:1:pos:R:3:forces:R:3 method="wB97M-V/def2-TZVPD" largest_force_ha_per_bohr=0.044 e_above_lowest_kcal_mol=68.6 smiles=CN1O[C@@]1(N)C(C)(C)C e_tot_ha=-421.69094 homo_energy_ev=-9.3
C 0.5901 0.4779 -0.4949 -0.8789 -0.6215 0.0009
C -1.7808 -0.8266 2.1239 -0.5306 -0.4642 -0.2566
C 0.3410 1.9501 -0.1697 -0.0109 -0.2269 -0.0073
C 0.7143 0.3104 -2.0113 0.0672 0.0542 0.2339
C 1.8398 -0.0187 0.2299 -0.2015 0.0044 -0.1704
N -1.2312 0.1033 1.1714 -0.1403 0.7581 -0.2212
C -0.6548 -0.3783 -0.0215 2.2422 0.2671 -0.3625
N -0.5070 -1.7794 -0.2144 -0.1402 0.0128 -0.0339
O -1.8987 0.1578 -0.2369 -0.5932 -0.1905 1.0455
H 0.1687 -2.0116 -0.9275 -0.0776 0.0537 0.0007
H -1.3992 -2.2072 -0.4304 0.0971 0.0014 -0.0043
H -1.6790 -1.8803 1.8479 -0.0769 0.0554 -0.0765
H -2.8280 -0.5818 2.2995 0.0480 -0.0174 0.1049
H -1.2206 -0.6734 3.0494 -0.0610 0.1321 -0.0873
H 1.0533 -0.6873 -2.2879 0.0215 -0.0701 -0.0850
H 2.7087 0.5416 -0.1123 0.0868 0.0581 0.0279
H 1.1759 2.5500 -0.5284 0.0745 0.0323 -0.0454
H 0.2353 2.0922 0.9018 0.0032 0.0695 0.0398
H -0.5723 2.2913 -0.6508 -0.0560 0.0883 -0.0199
H 1.4407 1.0238 -2.3970 0.0385 0.0274 -0.1041
H -0.2487 0.4992 -2.4839 -0.0248 0.0339 -0.1203
H 2.0216 -1.0750 0.0402 0.0658 -0.0701 0.0109
H 1.7309 0.1220 1.3030 0.0469 0.0122 0.1303